1.
147
Properties=species:S:1:pos:R:3:mulliken_charge:R:1 method="wB97M-V/def2-TZVPD" charge=0 total_energy_ev=-117314.590 spin_multiplicity=1 relative_energy_kj_mol=93.95 lumo_ev=0.1
Zn -10.34736 -5.14910 8.95622 3.22
F -9.95360 -5.23584 10.89843 -1.17
F -10.23112 -6.67523 7.67144 -2.02
C -5.05295 -11.23751 6.23911 -1.28
C -4.93114 -10.57100 7.63968 0.11
C -6.34840 -10.06394 8.00964 -0.34
O -4.48658 -11.51259 8.56569 -0.59
H -4.07797 -11.68723 6.05132 0.40
H -5.24260 -10.50069 5.45857 0.24
H -5.74433 -12.06811 6.09697 0.35
H -4.21431 -9.75546 7.54401 0.20
H -6.21276 -9.71818 9.03441 0.21
H -7.07397 -10.87680 7.97986 0.39
H -6.84821 -9.25016 7.48422 0.06
H -5.07712 -12.26942 8.57459 0.39
C -9.12662 -7.65980 3.42360 -1.56
C -9.09503 -8.44233 4.73226 2.55
C -8.30698 -9.76974 4.72964 -1.58
O -8.49332 -7.66943 5.74567 0.07
H -9.27232 -8.32451 2.57211 0.48
H -8.12797 -7.26119 3.24501 0.23
H -9.84266 -6.83938 3.47143 0.20
H -10.08505 -8.66519 5.13012 -1.09
H -8.31677 -10.31371 5.67415 0.16
H -7.31549 -9.75475 4.27707 0.30
H -8.84902 -10.36631 3.99589 0.51
H -9.22652 -7.46528 6.33078 -0.87
C -6.63717 -4.06914 10.24703 -1.52
C -7.59145 -3.52708 9.17931 1.54
C -6.89925 -2.71007 8.14015 -1.52
O -8.28252 -4.56313 8.55487 0.96
H -6.17996 -3.25319 10.80675 0.50
H -5.91219 -4.84309 9.99508 0.21
H -7.19398 -4.65030 10.98209 0.11
H -8.32903 -2.90093 9.68132 -0.11
H -6.28622 -1.93718 8.60375 0.59
H -7.55221 -2.34325 7.34819 0.19
H -6.18241 -3.33585 7.60852 0.12
H -7.72490 -5.12872 8.01565 -0.47
C -14.90009 -9.53022 8.93283 -0.36
C -15.44220 -10.95639 8.55326 0.81
C -16.37735 -11.52920 9.56003 -1.67
O -16.07009 -10.77794 7.34445 -0.59
H -15.68713 -8.80805 9.14993 0.51
H -14.24859 -9.09682 8.17401 -0.04
H -14.37342 -9.65040 9.87955 -0.17
H -14.62798 -11.68034 8.52108 -0.09
H -15.83501 -11.74104 10.48149 0.36
H -16.85455 -12.43986 9.19800 0.42
H -17.18579 -10.84056 9.80556 0.38
H -15.38355 -10.46053 6.75326 0.46
C -5.09245 -7.23900 5.82398 -1.23
C -5.62888 -5.90531 6.32747 0.55
C -6.13474 -5.01044 5.21613 -1.11
O -6.78152 -6.10783 7.11962 -0.07
H -4.52320 -7.06418 4.91102 0.46
H -5.80239 -7.99718 5.49347 0.07
H -4.46546 -7.66528 6.60710 0.17
H -4.87270 -5.48730 6.99197 0.58
H -5.27807 -4.48145 4.79854 0.45
H -6.86192 -4.26241 5.53196 0.04
H -6.50193 -5.59176 4.37035 0.30
H -7.31778 -6.67283 6.55855 -0.05
C -10.84320 -10.15126 9.17051 -0.79
C -10.95994 -9.91205 7.65621 1.83
C -11.66069 -11.11585 6.97231 -1.74
O -11.82227 -8.78463 7.35491 2.93
H -10.26326 -11.05752 9.34500 0.58
H -11.84400 -10.35139 9.55320 0.16
H -10.34946 -9.35342 9.72529 -0.47
H -10.01610 -9.65430 7.17577 -0.78
H -12.50567 -11.44175 7.57884 0.11
H -10.90656 -11.90263 6.99185 0.46
H -11.94101 -10.88494 5.94459 0.44
H -11.31058 -8.00243 7.57383 -1.35
C -14.75110 -5.41736 9.35752 -1.87
C -13.54427 -5.67450 8.47215 2.89
C -13.64336 -4.93132 7.19566 -0.96
O -12.37241 -5.43260 9.21135 0.49
H -15.68036 -5.60985 8.82130 0.45
H -14.78799 -4.37083 9.66004 0.33
H -14.71028 -6.04154 10.25018 0.43
H -13.59402 -6.73853 8.24094 -1.60
H -13.80643 -3.86286 7.33668 0.28
H -14.49314 -5.31304 6.62974 0.53
H -12.75481 -5.03540 6.57297 -0.37
H -12.68185 -5.46693 10.11947 -0.67
C -6.86127 -8.60416 12.73088 -1.69
C -7.44792 -7.51881 11.90297 0.95
C -7.73464 -7.97777 10.48251 -0.74
O -8.69440 -7.28332 12.43666 -0.50
H -6.09370 -9.12636 12.15970 0.35
H -7.63620 -9.32479 12.99215 0.38
H -6.46728 -8.25155 13.68406 0.40
H -6.76350 -6.67187 11.85419 -0.01
H -8.33359 -7.25029 9.93467 -0.58
H -8.10546 -9.00088 10.42052 0.51
H -6.84269 -7.98981 9.85611 0.22
H -9.18035 -6.59370 11.97853 0.19
C -13.83648 -7.02250 13.51289 -1.66
C -12.61302 -6.78098 12.68447 0.45
C -12.10318 -7.97253 11.83090 -0.21
O -12.70776 -5.64138 11.81793 -0.72
H -14.28490 -6.15331 13.99406 0.42
H -13.63176 -7.67177 14.36415 0.40
H -14.70413 -7.37327 12.95410 0.30
H -11.75320 -6.49991 13.29259 0.40
H -12.91400 -8.54330 11.37825 -0.23
H -11.67944 -8.67226 12.55127 0.57
H -11.38298 -7.66292 11.07357 -0.22
H -11.76813 -5.50358 11.67752 -0.13
C -13.17916 -7.51734 4.44133 -0.99
C -14.44282 -8.20616 4.93722 1.26
C -15.42248 -8.55066 3.88263 -1.63
O -14.15268 -9.37893 5.67022 -0.61
H -13.50313 -6.51114 4.17543 0.33
H -12.75549 -8.04912 3.58938 0.45
H -12.45842 -7.37934 5.24730 -0.08
H -14.90572 -7.49594 5.62236 -0.25
H -15.00090 -9.27901 3.18990 0.39
H -15.62012 -7.59142 3.40420 0.39
H -16.31339 -9.04630 4.26829 0.38
H -13.34345 -9.22413 6.16296 -0.39
C -9.85303 -4.22319 5.35341 1.17
C -10.57998 -2.98564 4.87479 0.38
C -11.65334 -3.33168 3.85201 -1.65
O -11.23368 -2.52641 5.99209 -0.24
H -10.57682 -4.91749 5.78023 -1.01
H -9.17323 -4.04467 6.18653 -1.13
H -9.29203 -4.71418 4.55824 0.61
H -9.87178 -2.28707 4.42919 0.32
H -12.26649 -2.44933 3.66872 0.48
H -12.27745 -4.17730 4.14098 0.25
H -11.24573 -3.65347 2.89367 0.42
H -11.81378 -1.78470 5.80516 0.19
C -10.53816 -0.93019 9.21265 -1.63
C -11.03829 -2.31884 9.62554 0.26
C -12.49865 -2.25669 9.92172 -0.82
O -10.80234 -3.20828 8.55563 1.14
H -11.20252 -0.57893 8.42312 0.39
H -9.49022 -0.75937 8.96621 0.21
H -10.71219 -0.15267 9.95647 0.42
H -10.46791 -2.54376 10.52675 0.46
H -12.86208 -3.11170 10.49179 -0.22
H -13.04930 -2.28388 8.98142 0.13
H -12.73302 -1.39476 10.54641 0.59
H -10.96783 -2.74149 7.73325 -0.49

---

2.
53
Properties=species:S:1:pos:R:3:mulliken_charge:R:1 method="wB97M-V/def2-TZVPD" charge=0 total_energy_ev=-51220.010 spin_multiplicity=1 relative_energy_kj_mol=219.43 lumo_ev="-0.1 / -0.1"
C 2.35949 -1.76820 -2.15805 -0.69
C 1.68820 -1.03077 -1.16328 0.51
N 0.45509 -1.48469 -0.73168 0.10
C -0.09959 -2.61257 -1.24009 0.53
C 0.55639 -3.36222 -2.20252 -0.69
C 1.80120 -2.92946 -2.66269 -0.46
C 2.16801 0.23799 -0.65199 -1.16
P 2.45615 0.77603 1.00307 1.37
La -0.39528 0.21164 0.82625 0.89
P -2.52160 -1.47734 -0.39788 0.64
C -1.47927 -2.98724 -0.71484 -1.25
C -0.64731 2.46282 2.27029 -0.58
C -0.84679 2.16029 3.62811 -0.34
C -2.14415 2.08300 4.14116 -0.55
C -3.24229 2.20754 3.27874 -0.48
C -3.05398 2.46054 1.91551 -0.51
C -1.74748 2.57854 1.38682 -0.76
O 4.50001 2.17162 -3.41159 -0.59
O -0.57366 0.86569 -2.96066 -0.55
H 3.32381 -1.38411 -2.49621 0.56
H 0.06448 -4.25487 -2.59874 0.40
H 2.33252 -3.50514 -3.42258 0.40
C 3.09937 -0.48400 2.13879 -1.34
C 3.55110 2.19228 0.94634 -1.23
H -2.02641 -3.60937 -1.43856 0.40
H -1.39723 -3.53060 0.24669 0.40
H 5.17555 2.71462 -3.79380 0.29
H 2.55215 0.91802 -1.43256 0.22
C -4.12273 -2.16935 0.08792 -1.25
C -2.84245 -0.92320 -2.10248 -0.99
H 0.01326 1.96370 4.27876 0.33
H -2.30177 1.90670 5.20963 0.35
H -4.25142 2.10257 3.68116 0.35
H -3.92478 2.57673 1.26787 0.40
H -1.60308 2.73175 0.30724 0.59
H 1.20611 1.21364 1.70920 -0.79
H 0.15539 0.42298 -3.43176 0.27
H -0.85679 1.54837 -3.54176 0.23
H 3.79527 2.16048 -4.07973 0.30
H 0.40379 2.41131 1.88676 1.18
H 4.11633 -0.20142 2.46109 0.39
H 2.43328 -0.54494 3.01653 0.31
H 3.12797 -1.46722 1.64833 0.32
H 4.43313 2.02798 1.58048 0.40
H 3.88246 2.38251 -0.08408 0.33
H 2.99501 3.06537 1.31308 0.36
H -3.08934 -1.77437 -2.75004 0.37
H -3.68581 -0.22105 -2.06097 0.39
H -1.96711 -0.38943 -2.50603 0.13
H -4.50323 -2.83767 -0.69764 0.37
H -3.99858 -2.70643 1.03861 0.34
H -4.80412 -1.31761 0.23255 0.37
I -0.51925 -1.58143 3.23126 -0.58

---

3.
11
Properties=species:S:1:pos:R:3:mulliken_charge:R:1 method="wB97M-V/def2-TZVPD" charge=0 total_energy_ev=-15985.345 spin_multiplicity=1 relative_energy_kj_mol=140.25 lumo_ev=0.7 smiles="CN(N)C=S"
C 0.82937 -1.03153 0.11976 -0.73
N -0.19340 -0.02842 -0.06736 0.29
N -1.33228 -0.16866 0.71959 -0.68
C 0.22485 1.08404 -0.78655 -0.01
S -0.67562 2.43450 -0.82629 -0.34
H 1.29667 -0.82996 1.12109 0.29
H 0.52730 -2.05440 0.06316 0.29
H 1.56218 -0.79229 -0.64415 0.25
H -1.32378 0.49363 1.45903 0.24
H -2.12112 -0.05873 0.11334 0.25
H 1.20585 0.95180 -1.27164 0.16

---

4.
16
Properties=species:S:1:pos:R:3:mulliken_charge:R:1 method="wB97M-V/def2-TZVPD" charge=-1 total_energy_ev=-11908.989 spin_multiplicity=1 relative_energy_kj_mol=415.33 lumo_ev=3.6
C -0.41241 -0.40277 -1.07451 -0.58
C 1.00022 0.11701 -1.02323 -0.26
C 1.95128 -0.26613 -0.05143 0.30
O 3.08310 0.22558 0.12017 -0.66
N -1.35893 0.61241 -0.55329 -0.41
C -2.53510 -0.01998 0.01399 0.62
O -3.00640 0.54154 1.02106 -0.75
O -2.94371 -1.05096 -0.55367 -0.73
H -0.53594 -1.33438 -0.50663 0.27
H -0.66577 -0.72881 -2.08545 0.26
H 0.99156 0.60055 0.14916 -0.06
H 1.23972 0.87596 -1.76183 0.36
H 1.30973 0.84910 2.66123 -0.06
H 1.66448 -1.24339 0.37730 0.39
H 1.12043 0.21971 3.00310 0.08
H -0.90228 1.00455 0.26402 0.24

---

5.
10
Properties=species:S:1:pos:R:3:mulliken_charge:R:1 method="wB97M-V/def2-TZVPD" charge=0 total_energy_ev=-9210.001 spin_multiplicity=1 relative_energy_kj_mol=503.83 lumo_ev=-1.3 smiles="[H]/N=C(/CO)N=O"
H -2.16579 -0.27900 -0.43633 0.24
N -1.31499 0.25612 -0.30445 -0.49
C -0.22774 -0.37825 -0.05290 0.49
C 0.95927 0.56235 0.17408 -0.30
O 0.47438 1.84416 0.09815 -0.58
N -0.05376 -1.68132 -0.37241 -0.04
O -0.11809 -2.61334 0.40086 -0.25
H 1.32656 0.30285 1.18507 0.23
H 1.72902 0.34638 -0.58206 0.28
H -0.60886 1.64004 -0.11000 0.44

---

6.
87
Properties=species:S:1:pos:R:3:mulliken_charge:R:1 method="wB97M-V/def2-TZVPD" charge=0 total_energy_ev=-43137.093 spin_multiplicity=1 relative_energy_kj_mol=153.88 lumo_ev=0.2 smiles=CC(C)O.CC(C)O.CC(C)O.CC(C)O.CC(C)O.CO.CO.O.O.O.O.O
C -1.12964 -2.48129 2.05878 -1.11
C -1.53731 -3.35507 3.23320 0.58
C -1.30749 -2.60485 4.55974 -0.80
O -2.89525 -3.73759 3.05591 -0.57
H -1.46446 -2.88131 1.10172 0.24
H -0.04544 -2.36979 2.04565 0.34
H -1.57448 -1.48850 1.99111 0.19
H -0.96092 -4.26842 3.08604 0.23
H -1.92970 -2.77989 5.43742 0.38
H -1.55044 -1.54421 4.62384 -0.11
H -0.22789 -2.67764 4.69108 0.30
H -3.21368 -3.64529 2.15498 0.30
C -5.14866 0.33576 0.32581 -1.85
C -4.03606 1.38405 0.41996 2.53
C -4.05431 2.60930 -0.54712 -1.43
O -4.04177 1.92578 1.70085 -0.63
H -6.07039 0.76189 0.72194 0.43
H -4.95310 -0.57581 0.89052 0.39
H -5.41849 0.12092 -0.70818 0.41
H -3.04158 0.99855 0.19527 -1.13
H -4.97646 3.11924 -0.82584 0.38
H -3.37434 2.44037 -1.38211 0.24
H -3.59289 3.39865 0.04626 0.42
H -4.73911 2.57925 1.79187 0.33
C 2.70295 -3.23563 -3.79262 -0.78
C 2.25969 -3.98284 -2.49874 0.26
C 2.96137 -3.45088 -1.28779 -0.88
O 0.87890 -3.65854 -2.21696 -0.51
H 2.57455 -2.15485 -3.73299 -0.11
H 2.08563 -3.53518 -4.63954 0.33
H 3.75211 -3.48233 -3.95545 0.37
H 2.40355 -5.03334 -2.75146 0.33
H 2.65367 -3.93873 -0.36290 0.28
H 2.81493 -2.37645 -1.17713 0.03
H 4.00763 -3.67669 -1.49382 0.41
H 0.95541 -2.74169 -1.94286 0.32
C 4.83274 0.18737 -3.79031 -1.15
C 3.62534 1.20156 -3.68284 1.34
C 3.95315 2.59010 -4.17141 -1.45
O 2.74780 0.59544 -4.61305 -0.58
H 4.52888 -0.81882 -3.50159 0.13
H 5.50401 0.51075 -2.99475 0.38
H 5.39256 0.01082 -4.70875 0.34
H 3.18144 1.21162 -2.68738 -0.36
H 4.32125 2.58380 -5.19736 0.35
H 4.72071 2.97365 -3.49921 0.36
H 3.15560 3.33305 -4.16627 0.38
H 1.93876 1.08032 -4.79179 0.28
C 0.37726 1.21441 3.90422 -1.47
C -1.11127 1.50339 3.86188 1.12
C -1.48375 2.08100 5.15662 -1.75
O -1.25640 2.39798 2.79268 -0.57
H 0.70065 0.67631 4.79527 0.51
H 0.97100 2.12722 3.85572 0.41
H 0.73852 0.57859 3.09593 0.08
H -1.74390 0.62753 3.71785 0.22
H -1.18482 1.40870 5.96083 0.38
H -2.57285 2.12516 5.15271 0.40
H -1.00457 3.05952 5.18843 0.35
H -2.17856 2.18988 2.62559 0.15
C 3.55530 1.51845 0.40398 -0.36
O 3.54467 1.86019 1.77023 -0.58
H 3.08584 0.57204 0.13563 0.03
H 3.06772 2.25983 -0.22903 0.22
H 4.57961 1.51360 0.03131 0.41
H 3.63816 1.10392 2.35410 0.31
C 0.38300 0.16566 -0.61351 1.50
O 0.00370 -1.25496 -0.67462 -0.41
H -0.58171 0.63676 -0.42508 -0.91
H 0.97923 0.31702 0.28633 -0.22
H 0.84478 0.66905 -1.46288 -0.16
H -0.94727 -1.30716 -0.79510 0.15
O -3.67217 -3.61908 -0.01826 -0.62
H -3.06807 -2.92644 -0.28575 0.42
H -3.94848 -4.02674 -0.83905 0.30
O -1.43562 1.77901 -3.17343 -0.57
H -0.79665 1.74119 -3.88512 0.26
H -1.05794 2.39356 -2.54421 0.29
O 0.22053 3.80308 -1.59333 -0.65
H 0.72361 4.60961 -1.48089 0.28
H 0.16788 3.42851 -0.71405 0.36
O 0.87199 3.18895 1.07192 -0.64
H 0.10027 2.94779 1.58428 0.40
H 1.61280 2.97893 1.64055 0.28
O -2.60487 -1.32501 -1.01347 -0.46
H -2.69264 -1.28254 -1.96569 0.20
H -3.49374 -1.19150 -0.68435 0.22